This record from OMol25 describes a structure of composition C26H50ClCs2F9N5O17S4. The level of theory is ωB97M-V with the def2-TZVPD basis set.

Structure (XYZ):
```
114
Properties=species:S:1:pos:R:3:mulliken_charge:R:1
C 2.308 -3.586 0.024 -0.382
C 2.019 -5.179 0.381 -0.072
O 2.866 -6.014 -0.485 -0.560
C 0.397 -5.550 0.215 0.509
O -0.228 -4.384 -0.428 -0.216
C -1.667 -4.286 -0.140 0.432
C -2.540 -5.628 0.210 -0.702
C -2.350 -3.506 -1.410 -1.017
N -1.948 -2.061 -1.207 -0.038
C -1.568 -1.776 0.084 0.529
C -1.729 -3.120 1.012 0.089
Cl -0.725 -3.285 2.564 -0.111
H 1.658 -2.962 0.778 0.076
H 2.082 -3.341 -1.109 -0.060
H 3.446 -3.308 0.229 0.310
H 2.308 -5.347 1.509 0.254
H 2.573 -5.770 -1.429 0.371
H 0.021 -5.772 1.306 -0.569
H 0.249 -6.463 -0.530 0.267
H -2.225 -5.953 1.311 -0.049
H -3.665 -5.308 0.261 0.239
H -2.324 -6.534 -0.505 0.346
H -1.666 -3.839 -2.322 0.350
H -3.431 -3.777 -1.764 0.301
H -1.888 -1.281 -1.899 0.356
H -1.182 -0.773 0.561 -0.089
H -2.860 -3.068 1.354 0.258
C 6.605 1.174 -3.346 -0.903
C 6.684 -0.342 -3.356 -0.237
O 5.515 -0.922 -2.764 -0.321
C 4.402 -0.922 -3.539 0.625
O 4.317 -0.485 -4.677 -0.566
O 3.388 -1.466 -2.821 -0.157
C 2.129 -1.435 -3.487 -0.225
H 6.416 1.543 -2.332 0.143
H 7.536 1.613 -3.717 0.357
H 5.783 1.535 -3.972 0.307
H 7.538 -0.664 -2.751 0.306
H 6.841 -0.735 -4.368 0.329
H 2.192 -1.893 -4.480 0.356
H 1.771 -0.404 -3.558 0.269
H 1.414 -2.009 -2.889 -0.233
C 2.357 1.989 0.880 0.554
F 3.093 0.868 1.170 -0.352
F 2.402 2.766 2.009 -0.414
F 3.076 2.670 -0.069 -0.163
S 0.614 1.596 0.333 1.321
O 0.002 0.876 1.459 -0.867
O 0.757 0.767 -0.872 -0.574
O -0.018 2.895 0.068 -0.549
C 6.824 2.094 1.481 -0.633
O 5.889 1.996 0.422 -0.393
H 6.818 3.116 1.866 0.248
H 6.543 1.404 2.281 0.246
H 7.823 1.852 1.110 0.281
H 5.916 1.078 0.101 0.241
C -4.484 0.579 0.807 -0.817
N -5.120 -0.752 0.995 0.990
O -4.441 -1.632 1.538 -0.534
O -6.282 -0.877 0.593 -0.590
H -3.467 0.545 1.205 0.270
H -4.471 0.790 -0.265 0.304
H -5.086 1.312 1.349 0.332
Cs 2.518 1.310 3.704 1.021
C -1.020 10.069 1.906 0.601
F -1.693 10.974 2.674 -0.189
F -0.396 10.789 0.926 -0.213
F -0.020 9.569 2.691 -0.217
S -2.094 8.760 1.229 0.498
O -3.072 9.477 0.406 -0.569
O -2.655 8.099 2.411 -0.574
N -0.963 7.968 0.448 0.028
S -1.533 6.690 -0.297 1.236
O -2.401 6.942 -1.450 -0.834
O -1.953 5.574 0.554 -0.872
C 0.045 6.137 -1.027 0.603
F 0.992 5.868 -0.078 -0.229
F 0.600 7.083 -1.844 -0.217
F -0.075 5.005 -1.779 -0.164
C 2.760 10.279 -1.623 -0.856
S 3.953 10.025 -2.959 0.492
O 3.589 8.745 -3.651 -0.604
C 5.365 9.678 -1.882 -0.886
H 1.781 10.476 -2.065 0.304
H 2.702 9.385 -0.998 0.225
H 3.065 11.139 -1.021 0.398
H 5.145 8.821 -1.241 0.270
H 5.583 10.557 -1.272 0.343
H 6.231 9.449 -2.508 0.315
Cs -4.082 6.663 0.238 1.109
C -1.871 -7.462 6.173 -1.198
C -0.484 -7.086 5.661 -0.588
C -0.529 -6.277 4.363 0.022
C -1.203 -7.093 3.272 0.356
N -1.762 -7.770 2.367 -0.601
H -2.403 -8.106 5.465 0.372
H -1.791 -8.014 7.115 0.357
H -2.479 -6.568 6.352 0.295
H 0.098 -8.003 5.507 0.317
H 0.032 -6.501 6.430 0.357
H 0.487 -6.020 4.045 0.248
H -1.084 -5.344 4.511 0.242
C -6.959 -5.059 -0.324 0.011
O -7.044 -6.281 -0.321 -0.614
N -7.338 -4.234 -1.361 0.154
C -7.206 -2.794 -1.287 -0.827
C -7.887 -4.825 -2.563 -0.995
H -6.555 -4.509 0.541 0.388
H -8.195 -2.341 -1.402 0.403
H -6.551 -2.456 -2.095 0.326
H -6.780 -2.485 -0.328 0.188
H -8.785 -5.394 -2.302 0.297
H -7.149 -5.509 -2.993 0.305
H -8.141 -4.051 -3.293 0.394
```

LUMO energy	-0.151	hartree
HOMO energy	-9.9	eV
orbital gap	5.734	eV
charge	+1